The following is a DFT calculation (the ωB97M-V functional and the def2-TZVPD basis) of an isolated molecule of CH3BrP2.

ORCA input file:
```
! wB97M-V def2-TZVPD RIJCOSX def2/J DEFGRID3
* xyz 0 1
C -1.25 -0.38 0.08
P 1.59 0.52 -0.07
P -0.28 1.25 0.06
Br -3.16 0.11 -0.03
H -1.17 -0.81 -0.89
H -0.99 -0.81 1.07
H 2.17 1.86 -0.53
*
```

Properties
Kohn-Sham gap in eV: 8.3
Relative energy (zero: lowest compared OMol25 entry of this formula, charge and spin) in eV: 0.320
E in eV: -89703.9947
HOMO in Ha: -0.3443